Below is 2 unconnected molecules or ions with the total composition C5H14, with properties calculated with the ωB97M-V functional and the def2-TZVPD basis.

Geometry (Å):
C (0.09, -0.41, -2.09)
C (1.36, -0.83, -1.37)
C (1.08, -2.06, -0.50)
H (-0.13, -0.98, -2.96)
H (-0.82, -0.45, -1.51)
H (-0.03, 0.59, -2.50)
H (1.74, -0.02, -0.71)
H (2.17, -0.78, -2.13)
H (0.36, -1.77, 0.25)
H (1.97, -2.56, -0.12)
H (0.59, -2.73, -1.19)
C (-0.76, 0.93, 1.50)
C (-1.35, 2.11, 2.25)
H (-1.16, 1.01, 0.46)
H (0.33, 1.09, 1.34)
H (-0.91, -0.09, 1.86)
H (-1.68, 2.88, 1.55)
H (-0.67, 2.40, 3.05)
H (-2.16, 1.67, 2.83)

SMILES: CCC.CC
HOMO, eV: -11.0
Kohn-Sham gap, Ha: 0.4458
Lowest unoccupied orbital energy, eV: 1.1
Energy relative to the best compared isomer or geometry (same formula, charge and spin), kcal per mole: 17.8
Net charge: 0
E_tot, eV: -5411.278


Below is 2 unconnected molecules or ions with the total composition C5H14, with properties calculated with the ωB97M-V functional and the def2-TZVPD basis.

Geometry (Å):
C (-2.33, -2.10, -0.12)
C (-1.56, -0.94, -0.73)
C (-0.09, -1.32, -0.98)
H (-2.84, -2.72, -0.87)
H (-1.64, -2.90, 0.18)
H (-3.03, -1.90, 0.69)
H (-1.64, -0.05, -0.12)
H (-1.98, -0.72, -1.71)
H (0.32, -1.59, -0.01)
H (0.49, -0.57, -1.50)
H (-0.05, -2.19, -1.65)
C (1.36, 2.47, 1.37)
C (2.29, 1.80, 0.34)
H (1.76, 2.46, 2.38)
H (1.04, 3.45, 1.02)
H (0.39, 1.95, 1.47)
H (2.50, 2.50, -0.47)
H (1.82, 0.92, -0.09)
H (3.20, 1.45, 0.80)

SMILES: CCC.CC
HOMO, eV: -11.2
Kohn-Sham gap, Ha: 0.4520
Lowest unoccupied orbital energy, eV: 1.1
Energy relative to the best compared isomer or geometry (same formula, charge and spin), kcal per mole: 11.2
Net charge: 0
E_tot, eV: -5411.564


Below is 2 unconnected molecules or ions with the total composition C5H14, with properties calculated with the ωB97M-V functional and the def2-TZVPD basis.

Geometry (Å):
C (2.53, 0.24, 0.60)
C (1.35, 0.75, 1.42)
C (0.31, 1.60, 0.70)
H (3.25, 1.02, 0.40)
H (2.31, -0.09, -0.41)
H (3.01, -0.50, 1.24)
H (0.81, -0.14, 1.76)
H (1.72, 1.34, 2.27)
H (-0.19, 1.05, -0.10)
H (-0.40, 1.98, 1.44)
H (0.63, 2.57, 0.30)
C (-2.12, -1.58, -0.54)
C (-1.73, -0.95, -1.84)
H (-1.83, -0.94, 0.30)
H (-3.19, -1.68, -0.35)
H (-1.61, -2.53, -0.39)
H (-2.05, -1.38, -2.80)
H (-0.69, -0.85, -2.07)
H (-2.09, 0.08, -1.92)

SMILES: CCC.CC
HOMO, eV: -11.3
Kohn-Sham gap, Ha: 0.4559
Lowest unoccupied orbital energy, eV: 1.1
Energy relative to the best compared isomer or geometry (same formula, charge and spin), kcal per mole: 10.6
Net charge: 0
E_tot, eV: -5411.592


Below is 2 unconnected molecules or ions with the total composition C5H14, with properties calculated with the ωB97M-V functional and the def2-TZVPD basis.

Geometry (Å):
C (-0.05, -0.49, -1.61)
C (-1.35, -0.54, -0.90)
C (1.09, -1.32, -1.12)
H (-0.20, -0.78, -2.69)
H (0.25, 0.55, -1.85)
H (-1.81, -1.55, -0.89)
H (0.75, -2.36, -1.22)
H (2.02, -1.12, -1.64)
H (1.31, -1.04, -0.05)
H (-1.23, -0.23, 0.18)
H (-2.11, 0.03, -1.43)
C (0.15, 1.90, 1.57)
C (0.13, 0.40, 1.91)
H (-0.12, 2.42, 2.49)
H (1.12, 2.11, 1.15)
H (-0.61, 2.17, 0.83)
H (0.95, -0.13, 1.40)
H (-0.83, -0.12, 1.75)
H (0.35, 0.21, 2.96)

HOMO (alpha / beta), eV: -16.1 / -15.8
Kohn-Sham gap (alpha / beta), Ha: 0.4882 / 0.1851
Lowest unoccupied orbital energy (alpha / beta), eV: -2.8 / -10.7
Expectation value of S²: 0.754
Energy relative to the best compared isomer or geometry (same formula, charge and spin), kcal per mole: 11.2
Net charge: +1
Multiplicity: 2
E_tot, eV: -5400.619


Below is 2 unconnected molecules or ions with the total composition C5H14, with properties calculated with the ωB97M-V functional and the def2-TZVPD basis.

Geometry (Å):
C (-0.02, -1.19, -0.97)
C (0.91, -1.59, 0.19)
C (-0.79, -2.24, -1.78)
H (0.47, -0.60, -1.75)
H (-0.96, -0.74, -0.54)
H (0.36, -2.03, 1.02)
H (1.58, -2.39, -0.18)
H (-1.02, -2.95, -0.97)
H (-0.23, -2.62, -2.63)
H (1.55, -0.75, 0.40)
H (-1.84, -2.03, -2.08)
C (-0.19, 1.73, 0.82)
C (0.21, 3.04, 1.44)
H (-1.25, 1.58, 1.03)
H (-0.19, 1.63, -0.27)
H (0.36, 0.89, 1.27)
H (0.12, 3.93, 0.82)
H (1.25, 3.07, 1.81)
H (-0.31, 3.27, 2.37)

HOMO (alpha / beta), eV: -14.7 / -14.7
Kohn-Sham gap (alpha / beta), Ha: 0.4198 / 0.1549
Lowest unoccupied orbital energy (alpha / beta), eV: -3.3 / -10.5
Expectation value of S²: 0.752
Energy relative to the best compared isomer or geometry (same formula, charge and spin), kcal per mole: 12.0
Net charge: +1
Multiplicity: 2
E_tot, eV: -5400.585


Below is 2 unconnected molecules or ions with the total composition C5H14, with properties calculated with the ωB97M-V functional and the def2-TZVPD basis.

Geometry (Å):
C (-3.13, 0.42, 0.46)
C (-2.38, -0.86, 0.96)
H (-2.49, 1.27, 0.69)
H (-3.25, 0.35, -0.62)
H (-4.07, 0.51, 0.97)
H (-1.45, -0.59, 1.44)
H (-2.96, -1.45, 1.67)
H (-2.22, -1.54, 0.11)
C (2.47, 0.62, -0.77)
C (2.62, -0.77, -0.19)
C (0.89, 0.85, -0.60)
H (3.12, 1.34, -0.28)
H (2.81, 0.60, -1.81)
H (3.70, -1.07, -0.37)
H (0.69, 0.65, 0.44)
H (0.83, 1.89, -0.99)
H (0.29, 0.22, -1.25)
H (2.49, -0.95, 0.88)
H (2.04, -1.49, -0.76)

HOMO (alpha / beta), eV: -14.8 / -14.8
Kohn-Sham gap (alpha / beta), Ha: 0.4276 / 0.1516
Lowest unoccupied orbital energy (alpha / beta), eV: -3.2 / -10.7
Expectation value of S²: 0.753
Energy relative to the best compared isomer or geometry (same formula, charge and spin), kcal per mole: 10.0
Net charge: +1
Multiplicity: 2
E_tot, eV: -5400.670


Below is 2 unconnected molecules or ions with the total composition C5H14, with properties calculated with the ωB97M-V functional and the def2-TZVPD basis.

Geometry (Å):
C (-1.92, -0.51, -0.46)
C (-0.57, -1.04, -0.82)
C (-2.21, 0.89, -0.69)
H (-2.55, -1.20, -1.07)
H (-2.06, -0.87, 0.58)
H (-0.37, -2.09, -0.85)
H (-1.35, 1.59, -0.77)
H (-2.63, 1.16, -1.70)
H (-3.06, 1.38, -0.11)
H (-0.17, -0.69, -1.84)
H (0.29, -0.62, -0.21)
C (2.59, -0.11, 0.56)
C (1.53, 0.59, 1.46)
H (2.72, -1.21, 0.80)
H (2.35, 0.06, -0.49)
H (3.54, 0.40, 0.78)
H (0.78, -0.22, 1.56)
H (1.25, 1.51, 0.81)
H (1.84, 1.00, 2.45)

HOMO (alpha / beta), eV: -15.2 / -15.0
Kohn-Sham gap (alpha / beta), Ha: 0.4506 / 0.1564
Lowest unoccupied orbital energy (alpha / beta), eV: -3.0 / -10.7
Expectation value of S²: 0.753
Energy relative to the best compared isomer or geometry (same formula, charge and spin), kcal per mole: 24.6
Net charge: +1
Multiplicity: 2
E_tot, eV: -5400.037


Below is 2 unconnected molecules or ions with the total composition C5H14, with properties calculated with the ωB97M-V functional and the def2-TZVPD basis.

Geometry (Å):
C (-1.99, 2.02, -1.19)
C (-2.33, 0.57, -1.47)
H (-1.14, 2.37, -1.79)
H (-1.74, 2.18, -0.13)
H (-2.83, 2.69, -1.39)
H (-1.95, 0.19, -2.41)
H (-2.03, -0.12, -0.68)
H (-3.40, 0.36, -1.51)
C (1.46, -0.86, 0.46)
C (0.30, -0.48, 1.29)
C (2.70, -1.36, 1.07)
H (1.20, -1.68, -0.34)
H (1.50, -0.16, -0.42)
H (0.32, -1.06, 2.21)
H (2.78, -2.46, 1.00)
H (2.81, -1.06, 2.11)
H (3.57, -1.04, 0.47)
H (0.43, 0.56, 1.67)
H (-0.61, -0.54, 0.70)

HOMO (alpha / beta), eV: -14.8 / -14.7
Kohn-Sham gap (alpha / beta), Ha: 0.4183 / 0.1597
Lowest unoccupied orbital energy (alpha / beta), eV: -3.4 / -10.4
Expectation value of S²: 0.752
Energy relative to the best compared isomer or geometry (same formula, charge and spin), kcal per mole: 5.4
Net charge: +1
Multiplicity: 2
E_tot, eV: -5400.873


Below is a molecular structure, C5H14AlBClFeN, with properties calculated with the ωB97M-V functional and the def2-TZVPD basis.

Geometry (Å):
Fe (-0.29, -0.44, -0.31)
Cl (1.14, 0.95, -1.30)
C (-2.03, -1.38, -0.61)
H (-2.18, -2.27, 0.05)
H (-2.19, -1.68, -1.66)
H (-2.70, -0.55, -0.26)
Al (0.62, 0.36, -3.36)
C (-1.18, 1.07, -3.83)
C (2.16, 1.42, -4.12)
C (0.75, -1.56, -3.60)
H (3.14, 1.10, -3.70)
H (2.18, 1.19, -5.20)
H (2.00, 2.50, -3.95)
H (-1.99, 0.55, -3.28)
H (-1.22, 2.17, -3.67)
H (-1.30, 0.82, -4.90)
H (-0.01, -2.23, -4.05)
H (1.66, -2.20, -3.43)
B (0.29, 0.17, 4.00)
C (0.22, -0.16, 2.54)
N (0.09, -0.41, 1.41)
H (-0.73, 0.71, 4.33)
H (1.26, 0.82, 4.33)
H (0.29, -0.94, 4.53)

HOMO (alpha / beta), eV: -5.1 / -5.9
Kohn-Sham gap (alpha / beta), Ha: 0.2974 / 0.3101
Lowest unoccupied orbital energy (alpha / beta), eV: 3.0 / 2.6
Expectation value of S²: 8.774
Energy relative to the best compared isomer or geometry (same formula, charge and spin), kcal per mole: 6.8
Net charge: -1
Multiplicity: 6
E_tot, eV: -61086.004


Below is a molecular structure, C5H14AlBClO4STi, with properties calculated with the ωB97M-V functional and the def2-TZVPD basis.

Geometry (Å):
O (1.95, -2.49, 1.46)
S (2.72, -1.54, 0.71)
O (3.71, -0.72, 1.34)
Cl (3.64, -2.54, -0.79)
C (1.63, -0.45, -0.19)
C (0.69, -1.04, -1.23)
C (-0.37, -2.02, -0.72)
C (-1.06, -1.66, 0.61)
Al (-1.71, 0.16, 0.90)
C (-1.87, 1.53, -0.52)
B (-0.89, 2.70, -0.58)
O (-0.50, 3.46, -1.62)
O (-0.33, 3.18, 0.72)
H (2.32, 0.26, -0.65)
H (1.11, 0.07, 0.63)
H (1.29, -1.54, -1.99)
H (0.21, -0.19, -1.74)
H (0.10, -3.00, -0.61)
H (-1.12, -2.14, -1.51)
H (-0.42, -1.97, 1.44)
H (-1.98, -2.26, 0.70)
H (-0.59, 0.85, 2.10)
H (-3.03, 0.31, 1.85)
H (-2.84, 2.00, -0.29)
H (-1.98, 1.07, -1.51)
H (0.11, 3.13, -2.28)
H (0.25, 2.46, 1.01)
Ti (-1.05, 2.40, 2.76)

HOMO, eV: -12.7
Kohn-Sham gap, Ha: 0.2478
Lowest unoccupied orbital energy, eV: -6.0
Net charge: +1
E_tot, eV: -67339.201


Below is a molecular structure, C5H14AlBrClF5NO5P, with properties calculated with the ωB97M-V functional and the def2-TZVPD basis.

Geometry (Å):
O (0.74, 2.40, -0.30)
P (1.58, 1.42, -1.15)
O (0.93, -0.13, -0.99)
O (1.51, 2.03, -2.75)
N (3.27, 1.58, -0.56)
C (4.29, 0.71, -1.24)
F (4.16, 0.63, -2.62)
F (5.59, 1.35, -0.98)
F (4.40, -0.57, -0.69)
H (0.06, -0.17, -1.47)
H (2.00, 2.89, -2.69)
H (3.56, 2.57, -0.74)
H (3.29, 1.43, 0.47)
C (-0.98, -2.73, 2.05)
C (-1.72, -1.66, 2.83)
C (-1.67, -0.48, 1.88)
O (-1.66, -1.02, 0.55)
C (-1.42, -2.44, 0.63)
H (-1.22, -3.74, 2.37)
H (0.10, -2.58, 2.14)
H (-2.75, -1.97, 2.99)
H (-1.27, -1.44, 3.80)
H (-0.75, 0.10, 2.01)
H (-2.54, 0.20, 2.00)
H (-2.36, -2.95, 0.40)
H (-0.67, -2.73, -0.11)
Br (-4.10, 0.69, 1.10)
Al (7.24, 2.41, -1.57)
F (2.35, -1.24, -2.51)
O (-7.06, 1.20, -0.13)
H (-6.15, 1.23, 0.24)
H (-7.63, 1.48, 0.60)
F (7.28, 1.29, -4.03)
Cl (-8.37, 0.24, -1.52)

HOMO, eV: -7.8
Kohn-Sham gap, Ha: 0.1089
Lowest unoccupied orbital energy, eV: -4.8
Net charge: 0
E_tot, eV: -129167.174


Below is a molecular structure, C5H14BNO4S, with properties calculated with the ωB97M-V functional and the def2-TZVPD basis.

Geometry (Å):
B (-0.60, 1.76, 0.00)
C (0.96, -0.45, -1.57)
C (2.29, -1.07, 0.56)
C (-3.26, -0.43, 1.09)
C (0.26, 0.47, 0.73)
C (1.44, 0.07, -0.21)
N (-1.86, 0.54, -1.10)
O (-2.02, -2.01, -0.73)
O (-0.50, -0.72, 0.91)
O (-1.53, 2.47, 0.75)
O (0.04, 2.57, -0.83)
S (-1.85, -0.67, -0.07)
H (1.61, -1.01, -2.18)
H (0.28, -1.12, -1.31)
H (0.56, 0.46, -2.10)
H (1.50, -1.90, 0.64)
H (3.19, -1.27, -0.05)
H (2.63, -0.74, 1.56)
H (-3.24, 0.62, 1.28)
H (-4.10, -0.91, 0.45)
H (-3.16, -1.00, 1.94)
H (0.66, 0.75, 1.74)
H (2.01, 1.01, -0.15)
H (-1.70, 0.17, -2.05)
H (-1.75, 3.29, 0.52)
H (0.87, 2.47, -1.25)

HOMO, eV: -9.7
Kohn-Sham gap, Ha: 0.3758
Lowest unoccupied orbital energy, eV: 0.5
Energy relative to the best compared isomer or geometry (same formula, charge and spin), kcal per mole: 36.9
Net charge: 0
E_tot, eV: -26603.186